No. 1
ORCA calculation (ωB97M-V with the def2-TZVPD basis set) on the molecule C5H10.

Atoms and positions in Å:
C (-0.30462, -1.09172, -1.28233)
C (-0.03392, 0.00874, 0.04931)
C (-0.08880, 1.51648, -0.43307)
C (-0.40406, -0.39230, 1.40828)
C (1.02179, -0.30752, 1.02945)
H (-0.00708, -2.17731, -1.28357)
H (-0.06107, -0.63088, -2.24043)
H (-1.36136, -1.07010, -1.26379)
H (0.75898, 1.89287, -1.17713)
H (0.00311, 2.07744, 0.48570)
H (-1.08141, 1.60414, -1.11654)
H (-0.86739, -1.29517, 1.47890)
H (-0.75550, 0.51718, 1.98169)
H (1.61412, 0.47379, 1.52305)
H (1.56723, -1.12564, 0.84048)

Atomic forces in eV per Å
C 0.4 1.5 2.1
C 1.4 0.0 -4.9
C -0.9 -1.5 -2.8
C -0.3 3.6 0.5
C -0.1 2.6 1.0
H 0.2 1.3 0.6
H 0.6 0.1 0.3
H -1.4 -0.3 -0.2
H -1.4 -1.3 1.7
H -0.6 0.8 -0.1
H 2.0 0.4 2.1
H -1.4 -2.2 0.7
H 0.1 -1.6 -0.2
H -0.3 -0.1 -0.5
H 1.7 -3.1 -0.4

Its structure (SMILES) is CC1(C)CC1. The multiplicity is 1. As for the HOMO energy: -9.857 eV. The frontier orbital gap is 10.9635 eV. The calculation puts the energy above the lowest of the compared OMol25 structures with the same formula, charge and spin at 252.1 kJ/mol.

No. 2
ORCA calculation (ωB97M-V with the def2-TZVPD basis set) on a structure of composition C23H23Cl36N3O2.

Atoms and positions in Å:
C (8.59846, -0.73837, -4.40521)
C (8.01153, 0.25239, -5.52125)
O (8.04418, 0.00056, -6.76752)
N (7.36592, 1.55555, -5.12629)
C (8.06003, 2.69548, -5.79348)
C (5.93544, 1.47420, -5.46597)
C (5.18068, 2.34807, -6.51644)
C (3.65813, 2.10800, -6.78778)
C (2.81164, 1.00673, -6.02111)
N (1.41199, 0.93423, -6.35488)
C (0.81883, -0.06708, -5.54484)
O (-0.60193, -0.28810, -5.73306)
C (1.53526, -0.98424, -4.48577)
N (2.92545, -0.88867, -4.21113)
C (3.56996, 0.14635, -4.97966)
C (5.10484, 0.37848, -4.72715)
H (7.77273, -1.47338, -4.05951)
H (8.86769, -0.13488, -3.45442)
H (9.49116, -1.35973, -4.78815)
H (7.75508, 3.71213, -5.34495)
H (9.18580, 2.58311, -5.53968)
H (8.00731, 2.67786, -6.94202)
H (5.72878, 3.15886, -7.09573)
H (3.10166, 2.77548, -7.53935)
H (-0.67093, -1.02518, -6.39372)
H (0.93910, -1.78325, -3.91380)
H (5.62524, -0.30219, -3.96025)
C (-3.81530, -0.05146, -3.70540)
Cl (-2.99281, -1.16145, -2.59868)
Cl (-5.41991, -0.66767, -4.12265)
Cl (-3.93560, 1.56516, -2.99381)
H (-3.22675, 0.01937, -4.61887)
C (-0.63285, -1.12536, 0.19766)
Cl (0.92054, -0.85506, -0.60323)
Cl (-0.76963, -2.80158, 0.74590)
Cl (-0.83337, -0.00868, 1.55747)
H (-1.42602, -0.93396, -0.52225)
C (-4.35697, -0.58213, 2.58160)
Cl (-4.59356, 1.05336, 1.94500)
Cl (-4.73308, -0.63757, 4.30997)
Cl (-5.34884, -1.74412, 1.68952)
H (-3.31071, -0.85268, 2.44961)
C (-3.87685, 2.74336, 6.94114)
Cl (-2.16912, 2.57517, 7.37385)
Cl (-4.14834, 2.22453, 5.27048)
Cl (-4.89410, 1.81556, 8.05294)
H (-4.14931, 3.79401, 7.02345)
C (-2.72024, -5.42223, 3.12608)
Cl (-3.84261, -5.91565, 1.84912)
Cl (-1.04767, -5.72040, 2.63206)
Cl (-2.95567, -3.71575, 3.53563)
H (-2.92778, -6.01895, 4.01546)
C (-3.83797, 4.93691, 0.96248)
Cl (-2.26545, 5.63392, 1.37672)
Cl (-5.10732, 6.16595, 1.05783)
Cl (-3.79164, 4.21418, -0.65207)
H (-4.06545, 4.15290, 1.68248)
C (4.19692, 1.95670, -10.82976)
Cl (3.93899, 3.62066, -11.37597)
Cl (3.84246, 1.80898, -9.09556)
Cl (3.20248, 0.83242, -11.76983)
H (5.24368, 1.70259, -10.98891)
C (-3.03643, -5.37769, 7.05706)
Cl (-4.15363, -5.87450, 5.77507)
Cl (-1.35684, -5.66986, 6.57802)
Cl (-3.27702, -3.67326, 7.45575)
H (-3.24819, -5.97327, 7.94354)
C (-4.60010, -2.95584, 11.00152)
Cl (-3.01048, -3.45540, 11.59701)
Cl (-4.47717, -1.44172, 10.09427)
Cl (-5.31171, -4.21778, 9.98729)
H (-5.25177, -2.79417, 11.85816)
C (-7.23378, 2.92598, 11.10457)
Cl (-6.05383, 4.24454, 11.08060)
Cl (-8.27520, 2.99783, 9.67589)
Cl (-6.41464, 1.36015, 11.19900)
H (-7.85742, 3.04035, 11.98923)
C (-0.16303, 2.77946, -2.70701)
Cl (0.30241, 4.24012, -3.59095)
Cl (0.93003, 1.44323, -3.09142)
Cl (-0.17998, 3.08416, -0.96406)
H (-1.16873, 2.49812, -3.01524)
C (2.27426, -3.59340, 3.98318)
Cl (3.98285, -3.77268, 4.40881)
Cl (2.00627, -4.01943, 2.28756)
Cl (1.26162, -4.58452, 5.04384)
H (1.99453, -2.55043, 4.12061)

Atomic forces in eV per Å
C -0.5 0.5 0.5
C 0.2 -1.1 -4.1
O 0.3 0.6 5.3
N -1.3 -0.3 -1.0
C 1.8 0.5 0.0
C -4.1 -1.8 0.3
C -2.6 -2.3 1.6
C 2.0 -0.9 4.0
C 2.3 1.5 -0.3
N 1.3 -4.3 4.4
C 1.2 0.4 -1.1
O 2.5 -0.5 -0.3
C 2.4 1.4 -1.2
N -3.7 2.2 -2.9
C 1.1 0.8 -0.6
C -0.7 2.1 -2.1
H 1.2 1.2 -0.8
H -0.3 -0.9 -1.7
H -1.5 1.2 0.4
H 0.1 -1.8 -0.8
H -1.8 0.2 -0.4
H -0.2 0.1 1.7
H -0.9 -1.3 0.9
H 0.8 -0.8 2.5
H 0.0 1.0 0.8
H 0.9 1.5 -1.0
H -1.0 1.2 -1.3
C -0.1 0.0 -0.1
Cl 0.0 0.0 -0.1
Cl 0.2 0.1 0.0
Cl 0.1 -0.1 0.0
H 0.0 0.0 0.2
C 0.1 -0.1 -0.1
Cl -0.2 -0.1 0.2
Cl -0.2 0.2 -0.1
Cl 0.0 0.0 -0.1
H 0.2 0.0 0.2
C -0.1 -0.2 0.1
Cl 0.1 -0.1 0.0
Cl 0.0 -0.5 -0.4
Cl 0.1 0.2 0.0
H -0.2 0.1 0.0
C 0.0 0.0 -0.1
Cl -0.1 0.1 0.0
Cl 0.1 0.5 0.4
Cl 0.1 0.1 -0.1
H 0.1 -0.2 0.0
C 0.3 0.0 -0.3
Cl 0.0 0.0 0.1
Cl -0.2 0.0 0.0
Cl 0.1 -0.2 0.1
H 0.3 0.3 -0.6
C 0.0 0.0 0.0
Cl -0.1 -0.1 0.0
Cl 0.1 -0.1 0.0
Cl 0.0 0.0 0.2
H 0.1 0.2 -0.1
C -0.1 -0.3 -0.2
Cl 0.1 -0.1 0.1
Cl 0.7 -0.4 -3.1
Cl 0.1 0.0 0.0
H -0.2 0.1 0.0
C 0.1 0.2 0.1
Cl -0.5 -0.2 0.9
Cl -0.3 -0.1 0.1
Cl 0.2 -0.1 -0.2
H 0.0 0.1 -0.2
C 0.1 0.0 -0.1
Cl -0.2 0.0 0.0
Cl 0.0 0.0 0.1
Cl -0.2 0.0 0.3
H 0.1 0.0 -0.2
C 0.0 0.0 0.0
Cl -0.1 -0.1 0.0
Cl 0.1 0.0 0.2
Cl -0.1 0.1 0.1
H 0.1 0.0 -0.2
C 0.1 0.1 0.1
Cl -0.1 -0.1 0.0
Cl -0.3 0.6 0.4
Cl -0.1 -0.1 -0.1
H 0.2 0.1 0.1
C 0.0 -0.1 0.0
Cl -0.1 0.1 0.0
Cl 0.2 0.1 0.2
Cl 0.2 0.2 -0.1
H 0.0 -0.2 0.0

The multiplicity is 1. As for the HOMO energy: -8.213 eV. The frontier orbital gap is 7.1258 eV.

No. 3
ORCA calculation (ωB97M-V with the def2-TZVPD basis set) on the molecule CH5N3O.

Atoms and positions in Å:
N (0.13012, 1.30976, -0.68734)
N (-0.68923, 0.23891, -0.30201)
C (-0.20438, -0.87601, 0.37628)
N (1.08897, -0.86712, 0.69781)
O (-1.02149, -1.79396, 0.47070)
H (-0.29822, 1.33079, -1.72781)
H (-0.00885, 2.18188, -0.02857)
H (-1.74656, 0.24099, -0.28609)
H (1.04696, -1.79893, 1.21956)
H (1.70267, 0.03367, 0.26748)

Atomic forces in eV per Å
N -2.1 0.9 -1.7
N -1.5 -0.9 1.5
C -2.2 1.4 -2.7
N 0.4 0.6 -0.1
O 1.0 -0.2 1.2
H 2.0 1.7 3.0
H -0.1 -1.9 -2.2
H 1.8 0.4 -0.3
H 2.4 1.7 -0.7
H -1.9 -3.8 2.0

Its structure (SMILES) is NNC(N)=O. The multiplicity is 1. As for the HOMO energy: -9.367 eV. The frontier orbital gap is 10.0349 eV. The calculation puts the energy above the lowest of the compared OMol25 structures with the same formula, charge and spin at 168.5 kJ/mol.

No. 4
ORCA calculation (ωB97M-V with the def2-TZVPD basis set) on a structure of composition C30H37BN6O4S4Sc.

Atoms and positions in Å:
Sc (0.48228, -0.22429, 0.31342)
C (-1.89341, 2.82333, 1.90507)
C (-2.92160, 2.52042, 0.82241)
C (-2.66845, 3.29538, -0.47649)
C (-3.07359, 1.05084, 0.53525)
C (-4.32743, 0.44106, 0.36614)
C (-4.04645, -0.87477, 0.08927)
N (-2.71546, -1.01713, 0.09203)
N (-2.09450, 0.15325, 0.36195)
B (-1.95359, -2.33008, -0.05096)
N (-1.21049, -2.58073, 1.28306)
C (-1.37008, -3.64803, 2.07213)
C (-0.67387, -3.42794, 3.24062)
C (-0.08286, -2.16804, 3.08267)
N (-0.42121, -1.65740, 1.89493)
C (0.78287, -1.49824, 4.11641)
C (2.23024, -1.30464, 3.65721)
C (0.13948, -0.20592, 4.63055)
N (-1.05968, -2.28729, -1.30583)
C (-0.92668, -3.30308, -2.16766)
C (-0.05016, -2.92624, -3.15819)
C (0.33242, -1.61853, -2.82329)
N (-0.28646, -1.24313, -1.69958)
C (1.32793, -0.75703, -3.54900)
C (1.71402, -1.36300, -4.89437)
C (0.81732, 0.67195, -3.72343)
H (-1.82768, 3.89994, 2.08046)
H (-0.91387, 2.45314, 1.62570)
H (-2.16710, 2.33462, 2.84290)
H (-3.89760, 2.83836, 1.20186)
H (-1.79024, 2.90404, -0.98549)
H (-2.51698, 4.35936, -0.27130)
H (-3.51820, 3.19366, -1.15451)
H (-5.29382, 0.91057, 0.44818)
H (-4.68204, -1.72368, -0.10133)
H (-2.73278, -3.23556, -0.19485)
H (-1.97859, -4.47490, 1.74638)
H (-0.58724, -4.08038, 4.09357)
H (0.80473, -2.19954, 4.95631)
H (2.29874, -0.59182, 2.83818)
H (2.64714, -2.24614, 3.30093)
H (2.84057, -0.94109, 4.49026)
H (0.05509, 0.53109, 3.83232)
H (0.74529, 0.21529, 5.43915)
H (-0.85785, -0.40931, 5.02716)
H (-1.47598, -4.21804, -2.01656)
H (0.25932, -3.51003, -4.00719)
H (2.22674, -0.72132, -2.93125)
H (0.84322, -1.46771, -5.54881)
H (2.17997, -2.34294, -4.77612)
H (2.43782, -0.71512, -5.39148)
H (-0.14973, 0.68578, -4.23727)
H (1.53275, 1.25306, -4.31133)
H (0.69970, 1.15298, -2.76020)
C (3.90158, 3.08197, 5.19747)
O (3.80563, 4.01518, 4.13437)
C (3.03008, 3.66430, 3.07619)
C (3.00590, 4.59619, 2.01950)
C (2.26833, 4.31342, 0.90732)
C (1.52962, 3.11822, 0.77889)
C (0.79662, 2.82986, -0.42738)
C (0.73294, 3.86284, -1.52731)
O (0.21890, 1.75259, -0.64626)
C (1.55175, 2.18146, 1.85516)
O (0.89085, 1.07387, 1.82694)
C (2.31266, 2.49639, 3.00568)
H (4.57271, 3.52337, 5.92921)
H (4.31451, 2.13183, 4.85133)
H (2.92856, 2.89842, 5.65878)
H (3.58760, 5.50345, 2.10958)
H (2.26972, 5.02513, 0.09213)
H (1.73243, 3.98266, -1.95310)
H (0.39392, 4.83208, -1.16227)
H (0.06604, 3.49990, -2.30476)
H (2.31734, 1.75876, 3.79401)
O (6.18600, -3.22718, -2.79211)
C (5.28265, -2.72604, -2.16425)
S (4.01189, -3.64400, -1.35104)
C (3.12781, -2.27220, -0.68905)
C (3.61335, -1.05189, -0.97201)
S (2.87171, 0.41987, -0.42514)
S (5.06387, -0.98203, -1.96284)
S (1.70930, -2.54555, 0.25424)

Atomic forces in eV per Å
Sc 0.1 -0.1 -0.2
C 0.0 0.0 0.0
C 0.1 0.0 0.0
C 0.0 0.0 0.0
C -0.1 0.0 0.0
C 0.0 0.0 0.0
C 0.1 0.0 0.0
N -0.1 0.0 0.0
N -0.1 0.2 0.0
B 0.0 0.0 -0.1
N 0.1 0.0 0.0
C 0.0 0.1 0.0
C 0.0 -0.1 0.0
C 0.0 -0.1 0.1
N -0.1 -0.1 0.1
C 0.0 0.1 0.0
C -0.1 0.0 0.0
C 0.0 0.0 0.0
N -0.1 -0.1 -0.1
C 0.0 0.0 0.0
C -0.1 0.0 -0.1
C 0.0 -0.2 0.0
N 0.0 0.2 0.3
C -0.1 0.1 -0.1
C 0.0 -0.1 0.0
C 0.0 0.0 -0.1
H 0.0 0.0 0.0
H 0.0 0.0 0.0
H 0.0 0.0 0.0
H 0.0 0.0 0.0
H 0.0 0.0 0.0
H 0.0 0.0 0.0
H 0.0 0.0 0.0
H 0.0 0.0 0.0
H 0.0 0.0 0.0
H 0.0 0.0 0.0
H 0.0 0.0 0.0
H 0.0 0.0 0.0
H 0.0 -0.1 0.0
H 0.0 0.0 0.0
H 0.0 0.0 0.0
H 0.0 0.0 0.0
H 0.0 -0.1 0.1
H 0.0 0.0 0.0
H 0.0 0.0 0.0
H 0.0 0.0 0.0
H 0.0 0.0 0.0
H 0.0 0.1 0.0
H 0.0 0.0 0.0
H 0.0 0.0 0.0
H 0.0 0.0 0.0
H 0.0 0.0 0.0
H 0.0 0.0 0.0
H -0.1 0.0 0.1
C 0.0 0.0 0.0
O 0.0 -0.1 0.1
C 0.0 0.0 0.0
C 0.1 0.1 0.0
C 0.0 0.0 0.0
C 0.0 -0.1 0.1
C 0.0 0.1 -0.1
C 0.0 -0.1 0.0
O 0.0 0.1 0.1
C 0.0 0.3 -0.1
O -0.1 -0.1 0.1
C -0.1 -0.1 0.0
H 0.0 0.0 0.0
H 0.0 0.0 0.0
H 0.0 0.0 0.0
H 0.0 0.0 0.0
H 0.0 0.0 0.0
H 0.0 0.0 0.0
H 0.0 0.0 0.0
H 0.0 0.0 0.0
H 0.0 0.0 0.0
O 0.0 0.0 0.0
C 0.0 0.0 0.0
S 0.0 0.0 0.0
C 0.2 0.0 -0.2
C 0.1 -0.2 0.1
S 0.2 0.1 -0.3
S 0.0 0.0 0.0
S 0.1 -0.2 0.3

The multiplicity is 1. Its charge is -1. As for the HOMO energy: -3.676 eV. The frontier orbital gap is 6.0967 eV. The calculation puts the energy above the lowest of the compared OMol25 structures with the same formula, charge and spin at 0.0 kJ/mol.

No. 5
ORCA calculation (ωB97M-V with the def2-TZVPD basis set) on a cluster of 4 separate species, C5H10O2 in total.

Atoms and positions in Å:
O (-2.08893, 1.14915, 0.87454)
C (-1.66710, 1.33557, -0.31222)
C (0.82539, 1.37903, -0.24417)
C (0.76929, 0.06784, 0.09703)
C (1.49892, -1.12658, -0.44642)
O (1.13353, -1.85479, 0.73162)
C (0.51507, -0.70432, 1.34890)
H (-2.70024, -1.22878, 0.02523)
H (-1.59320, 2.35174, -0.72866)
H (-1.71284, 0.58801, -1.12938)
H (0.88386, 2.10146, 0.57973)
H (1.21493, 1.68360, -1.21661)
H (-1.10829, -1.95881, -0.48920)
H (2.57471, -0.93795, -0.57055)
H (1.13647, -1.48335, -1.41997)
H (-0.49384, -0.90783, 1.72166)
H (1.01778, -0.39193, 2.27547)

Atomic forces in eV per Å
O 1.6 0.3 -4.1
C -2.9 -0.1 3.0
C 0.9 -1.2 1.0
C 1.1 2.4 -0.3
C -0.7 0.5 -0.8
O 0.2 -0.8 0.0
C 0.0 -0.2 0.9
H 3.0 -1.4 -0.9
H 0.5 0.1 0.4
H 0.3 -0.3 0.7
H -0.9 0.0 -0.6
H -0.1 -0.1 0.2
H -3.0 1.2 0.9
H -0.1 -0.2 0.4
H -0.1 -0.6 0.3
H -0.3 0.1 -0.8
H 0.5 0.2 -0.4

The multiplicity is 1. As for the HOMO energy: -9.407 eV. The frontier orbital gap is 8.0705 eV. The calculation puts the energy above the lowest of the compared OMol25 structures with the same formula, charge and spin at 973.1 kJ/mol.

No. 6
ORCA calculation (ωB97M-V with the def2-TZVPD basis set) on the molecule C5H6N2.

Atoms and positions in Å:
C (-0.45348, 1.58258, 1.36352)
C (0.85353, 0.04349, -0.65257)
C (0.71770, -0.40551, 0.82523)
C (-0.28684, -0.56943, -1.50951)
C (-0.10817, 0.21252, 1.69649)
N (-0.80335, 2.64562, 1.01843)
N (-1.13788, -1.28459, -0.95557)
H (1.89983, -0.16084, -1.11830)
H (1.21583, -1.35490, 1.10307)
H (0.67051, 1.05314, -0.56178)
H (-0.20427, -0.02193, -2.48089)
H (-0.43221, -0.16046, 2.75047)
H (-1.93121, -1.57970, -1.47861)

Atomic forces in eV per Å
C 0.1 -1.8 1.2
C 0.7 -3.8 1.2
C 5.6 -4.8 -5.4
C 2.0 2.7 0.1
C -5.3 5.5 5.2
N 0.2 -0.4 0.1
N 0.0 -0.6 0.9
H -1.8 0.3 0.9
H -0.2 0.9 0.0
H -0.2 2.6 -0.7
H -0.9 -1.2 -0.1
H 0.5 0.6 -2.4
H -0.6 -0.1 -0.9

As for the expectation value of S²: 2.019. The multiplicity is 3. As for the HOMO energy (alpha / beta): -6.358 / -10.164 eV. The frontier orbital gap (alpha / beta) is 7.3611 / 7.3874 eV. The calculation puts the energy above the lowest of the compared OMol25 structures with the same formula, charge and spin at 133.8 kJ/mol.

Total energy? In order: -5344.6530; -483588.3093; -7633.8913; -113569.8771; -9432.9578; -8256.5227 eV.